Entry P
Here is a single C4H3NO2 molecule from the Open Molecules 2025 dataset. Energies are from ωB97M-V/def2-TZVPD.

Calculated values
LUMO level (alpha / beta)   -0.32 / -0.32 eV
SMILES   O=Cc1ncco1
Charge   0
HOMO (alpha / beta)   -9.7 / -9.7 eV
Kohn-Sham gap (alpha / beta)   9.42 / 9.42 eV
2S+1   1

CARTESIAN COORDINATES (ANGSTROEM)
O (-2.34, 0.69, 1.47)
C (-1.41, 0.33, 0.83)
C (-0.03, -0.30, 1.09)
N (0.86, 0.64, 0.80)
C (1.27, 0.38, -0.47)
C (0.62, -0.73, -0.92)
O (-0.07, -1.27, 0.09)
H (-1.29, 0.41, -0.31)
H (1.93, 1.05, -1.00)
H (0.54, -1.23, -1.87)



Entry Q
Here is a single C4H3NO2 molecule from the Open Molecules 2025 dataset. Energies are from ωB97M-V/def2-TZVPD.

Calculated values
LUMO level   0.22 eV
SMILES   O=Cc1ncco1
Charge   0
HOMO   -9.9 eV
Kohn-Sham gap   10.14 eV
2S+1   1

CARTESIAN COORDINATES (ANGSTROEM)
O (-2.01, -1.83, 1.07)
C (-0.85, -1.51, 1.08)
C (-0.29, -0.43, 0.20)
N (-0.28, -0.36, -1.09)
C (0.43, 0.80, -1.36)
C (0.80, 1.37, -0.19)
O (0.35, 0.58, 0.82)
H (-0.11, -2.00, 1.75)
H (0.64, 1.12, -2.37)
H (1.31, 2.27, 0.10)



Most stable structure: entry Q



Entry P
Here is a single C4H3NO2 molecule from the Open Molecules 2025 dataset. Energies are from ωB97M-V/def2-TZVPD.

Calculated values
LUMO level   -1.17 eV
SMILES   C=C=C(C=O)N=O
Charge   0
HOMO   -9.5 eV
Kohn-Sham gap   8.32 eV
2S+1   1

CARTESIAN COORDINATES (ANGSTROEM)
O (0.60, 0.18, -2.58)
C (1.07, 0.54, -1.53)
C (0.46, 0.31, -0.20)
N (1.26, 0.88, 0.89)
O (0.82, 0.74, 2.00)
C (-1.60, -0.95, 0.74)
C (-0.64, -0.35, 0.11)
H (2.03, 1.08, -1.46)
H (-2.53, -0.45, 0.97)
H (-1.47, -1.99, 1.05)



Entry Q
Here is a single C4H3NO2 molecule from the Open Molecules 2025 dataset. Energies are from ωB97M-V/def2-TZVPD.

Calculated values
LUMO level   -0.19 eV
SMILES   O=Cc1ncco1
Charge   0
HOMO   -10.0 eV
Kohn-Sham gap   9.79 eV
2S+1   1

CARTESIAN COORDINATES (ANGSTROEM)
O (-1.82, -0.76, 2.07)
C (-1.65, -0.80, 0.87)
C (-0.47, -0.24, 0.18)
N (-0.25, -0.26, -1.09)
C (0.96, 0.38, -1.24)
C (1.40, 0.76, -0.01)
O (0.49, 0.37, 0.91)
H (-2.36, -1.27, 0.17)
H (1.42, 0.52, -2.21)
H (2.27, 1.28, 0.36)



Entry R
Here is 2 unconnected molecules or ions with the total composition C4H3NO2 from the Open Molecules 2025 dataset. Energies are from ωB97M-V/def2-TZVPD.

Calculated values
LUMO level   -0.10 eV
SMILES   N=C=C=C=O.C=O
Charge   0
HOMO   -9.7 eV
Kohn-Sham gap   9.61 eV
2S+1   1

CARTESIAN COORDINATES (ANGSTROEM)
C (-1.01, 0.52, -0.60)
C (-0.38, 1.56, -0.23)
C (-1.81, -0.46, -0.71)
C (1.17, -1.41, 0.54)
N (0.44, 2.37, 0.13)
O (-2.42, -1.46, -0.89)
O (1.85, -2.04, -0.21)
H (1.50, -0.91, 1.42)
H (0.02, -1.48, 0.45)
H (0.64, 3.32, 0.10)



Most stable structure: entry Q



Entry P
Here is a gas-phase ion, C2H9N4 (charge +1) from the Open Molecules 2025 dataset. Energies are from ωB97M-V/def2-TZVPD.

Calculated values
LUMO level   -3.46 eV
SMILES   NN1C[C@]1(N)[NH3+]
Charge   +1
HOMO   -13.4 eV
Kohn-Sham gap   9.91 eV
2S+1   1

CARTESIAN COORDINATES (ANGSTROEM)
C (-0.51, 1.19, -0.50)
C (-0.23, -0.23, -0.17)
N (-0.13, 0.75, 0.83)
N (0.91, -1.05, -0.99)
N (1.04, 1.15, 1.50)
N (-1.41, -1.15, 0.07)
H (0.24, 1.61, -1.15)
H (-1.51, 1.52, -0.62)
H (1.91, -0.96, -0.75)
H (0.89, -0.99, -2.01)
H (1.10, 1.99, 2.13)
H (1.93, 1.19, 0.91)
H (-2.32, -0.71, -0.09)
H (-1.39, -1.44, 1.01)
H (-1.26, -2.03, -0.56)



Entry Q
Here is 2 unconnected molecules or ions with the total composition C2H9N4 from the Open Molecules 2025 dataset. Energies are from ωB97M-V/def2-TZVPD.

Calculated values
LUMO level   -3.00 eV
Charge   +1
HOMO   -13.8 eV
Kohn-Sham gap   10.78 eV
2S+1   1

CARTESIAN COORDINATES (ANGSTROEM)
C (1.74, -0.63, 0.02)
C (-2.68, -0.14, -0.29)
N (2.84, 0.00, -0.35)
N (0.67, -0.08, 0.58)
N (-1.68, -0.90, -0.33)
N (0.26, 1.28, 0.77)
H (1.61, -1.76, -0.03)
H (-2.47, 0.92, -0.10)
H (-3.65, -0.41, -0.48)
H (2.83, 0.98, -0.68)
H (3.47, -0.72, -0.48)
H (-0.32, -0.59, 0.61)
H (-1.87, -1.90, -0.39)
H (0.67, 1.76, 1.64)
H (-0.79, 1.27, 0.91)



Entry R
Here is 3 unconnected molecules or ions with the total composition C2H9N4 from the Open Molecules 2025 dataset. Energies are from ωB97M-V/def2-TZVPD.

Calculated values
LUMO level (alpha / beta)   -5.35 / -5.35 eV
Charge   +1
HOMO (alpha / beta)   -12.7 / -12.7 eV
Kohn-Sham gap (alpha / beta)   7.39 / 7.38 eV
2S+1   1

CARTESIAN COORDINATES (ANGSTROEM)
C (-0.97, 0.40, 3.11)
C (-0.13, -0.39, 0.64)
N (-1.31, 1.54, 2.99)
N (0.17, -1.62, 0.23)
N (-0.16, 0.54, -0.27)
N (0.93, -0.13, -2.68)
H (-1.30, -0.55, 3.31)
H (-0.96, 2.42, 2.66)
H (0.58, -1.79, -0.72)
H (0.27, -2.23, 0.94)
H (-0.60, 1.44, -0.04)
H (-0.12, 0.38, -1.28)
H (0.72, -0.59, -3.61)
H (1.94, -0.35, -2.38)
H (0.93, 0.92, -2.89)



Most stable structure: entry Q